139
Properties=species:S:1:pos:R:3:forces:R:3:mulliken_charge:R:1 method="wB97M-V/def2-TZVPD" gap_ev=8.9 lumo_energy_ha=-0.08204 charge=+1
I -2.8291 -0.8495 -3.9325 0.0 -0.1 -0.1 0.073
I -1.1514 2.8188 0.7143 0.1 0.0 0.0 0.174
Si -6.5754 -1.5470 0.7819 -0.4 0.1 -0.2 0.424
O -0.6152 -7.6583 -1.8144 0.0 0.0 -0.1 -0.552
O -1.6511 -6.9077 -0.0913 0.0 0.0 0.0 -0.629
O -6.5684 1.1342 3.9116 0.1 0.0 0.0 -0.587
O 10.5301 6.0070 -0.1560 0.1 0.0 0.0 -0.624
O 9.5971 7.3011 -1.6001 0.2 0.1 0.0 -0.581
O 3.3408 6.4460 -2.6494 -0.1 0.0 0.0 -0.664
O 0.9602 1.5292 -4.0109 -0.3 -0.1 -0.1 -0.483
O 3.6006 -6.5043 0.9836 0.1 -0.1 -0.2 -0.381
O 4.1127 8.3341 -3.3207 0.0 0.1 0.0 -0.603
O -5.1511 -0.6706 0.6093 0.3 -0.5 0.0 -0.362
O -1.1154 2.0333 -4.5931 0.4 0.3 0.0 -0.509
O -7.2172 2.6164 2.4987 0.1 0.1 -0.1 -0.613
N -0.1510 0.6898 -1.3296 0.1 0.0 0.2 1.388
N 4.2326 7.1534 -3.0875 0.1 0.0 0.1 1.042
N 9.6385 6.7398 -0.5244 -0.2 0.0 0.0 1.053
N -2.7187 -0.1027 -1.0986 0.3 -0.4 -0.3 -0.037
N -1.2201 -7.8180 -0.7748 0.0 0.0 0.0 1.031
N -7.3081 2.0339 3.5582 0.0 0.0 0.1 1.047
C 2.1386 -5.8175 -2.0676 0.0 0.0 0.0 -1.063
C -2.3158 -10.6978 1.3111 0.0 0.0 0.0 -0.494
C 7.8353 6.7382 -3.9189 0.0 -0.1 0.0 -0.329
C 8.0121 5.3858 -3.6576 0.0 0.0 0.0 -0.531
C 5.6938 5.1794 -3.0575 0.0 -0.1 0.0 -0.176
C 2.7246 2.9029 1.6511 0.1 0.1 0.1 -1.247
C 6.5909 7.3218 -3.7542 0.1 0.1 0.0 -0.434
C 0.9019 -3.5627 -1.9576 0.1 0.3 -0.1 0.362
C 8.4966 6.9510 0.3847 0.0 0.0 0.0 0.000
C -3.0750 0.3244 1.2591 -0.2 -0.6 0.2 -1.317
C 6.3749 7.9401 0.8111 0.0 0.0 0.1 -0.446
C -1.1005 -11.5311 -0.5956 0.0 0.0 0.0 -0.526
C -9.4947 2.2099 6.5648 0.0 0.0 0.0 -0.488
C -0.9113 -10.2366 -1.0502 0.0 -0.1 -0.1 -0.315
C -1.7994 -11.7613 0.5821 0.0 0.0 0.0 -0.418
C -10.2571 3.8267 4.9492 0.0 0.0 0.0 -0.473
C -7.0204 -2.3107 -0.8695 -0.1 0.2 0.2 -1.163
C 6.9429 4.6071 -3.2363 0.1 0.0 0.0 -0.550
C 3.0116 4.1006 0.9988 -0.1 0.1 0.0 1.143
C 2.7071 -5.5422 0.4466 -0.2 -0.1 0.3 -0.862
C 7.4456 7.7399 -0.0453 -0.1 0.0 0.0 -0.311
C -0.7992 0.7937 0.0796 -0.1 0.2 0.0 -1.635
C -2.1323 -9.3981 0.8695 -0.1 0.0 0.1 -0.299
C 7.4388 6.5640 2.4789 -0.1 0.0 0.0 -0.405
C -10.3771 3.2147 6.1901 0.0 0.0 0.0 -0.435
C 0.3667 -1.2669 -2.9925 0.2 -0.3 -0.2 -0.691
C -0.1768 1.7352 -3.6894 0.1 0.0 0.1 -0.243
C -1.4306 -9.1944 -0.3045 0.0 0.0 0.0 0.163
C -8.4858 1.8135 5.7026 0.0 -0.1 0.1 -0.303
C -9.2518 3.4414 4.0779 -0.1 0.1 0.0 -0.390
C -0.6228 1.7960 -2.2239 -0.1 0.1 -0.4 -1.173
C 2.1796 -4.3184 -2.3801 0.0 -0.2 0.2 -1.223
C -1.9655 -0.9844 -1.9756 -0.2 0.2 0.4 -2.231
C 8.5144 6.3536 1.6303 0.0 -0.1 0.1 -0.464
C 3.5817 -6.5962 2.3847 0.0 0.0 0.2 -0.704
C 0.2049 -2.7952 -3.0989 0.3 0.0 -0.1 -1.567
C -8.3835 2.4412 4.4748 0.0 0.0 0.0 0.221
C -4.0593 -0.8301 1.5011 -0.1 0.5 0.0 -0.724
C -0.4583 -0.7368 -1.8311 0.0 -0.1 -0.1 0.319
C 2.1938 1.8327 0.9651 0.0 -0.2 -0.1 0.114
C -2.0620 -0.0680 0.1982 -0.2 -0.1 -0.1 1.022
C 1.8041 -6.1717 -0.6177 0.2 0.1 0.0 0.176
C 1.9287 1.9278 -0.3973 -0.1 0.1 -0.1 -0.129
C 6.3730 7.3563 2.0717 0.1 0.0 0.0 -0.661
C 1.3762 0.7754 -1.1734 0.5 -0.2 0.0 -1.157
C 2.2407 3.1099 -1.0575 -0.1 -0.1 0.0 -0.411
C -7.8842 -0.3231 1.2907 -0.2 -0.2 -0.2 -0.975
C -6.4132 -2.9343 2.0224 0.1 0.3 -0.2 -1.178
C 5.5446 6.5294 -3.3160 0.0 0.0 0.0 0.000
C 3.6106 5.2569 1.7440 0.3 -0.1 0.0 -1.617
C 2.7552 4.1908 -0.3640 0.0 0.0 -0.1 -1.120
H -2.5256 -8.5598 1.4238 0.0 0.0 0.0 0.453
H -11.1614 3.5225 6.8683 0.0 0.0 0.0 0.386
H -0.1442 -1.3483 -0.9819 -0.1 0.1 0.2 0.272
H 3.0486 -3.8853 -1.8823 0.0 0.1 0.0 0.386
H 2.3569 -4.1908 -3.4483 0.0 0.0 -0.1 0.506
H -1.7304 -1.0790 0.4885 0.2 0.0 0.0 0.056
H 0.7668 -5.9244 -0.3970 -0.1 0.0 0.0 -0.170
H -2.8615 -10.8802 2.2262 0.0 0.0 0.0 0.374
H -7.7919 1.0339 5.9772 0.0 0.0 0.0 0.448
H -8.1079 -2.2815 -0.9586 0.0 -0.1 -0.1 0.341
H 2.5824 -6.8401 2.7616 -0.1 0.0 0.0 0.311
H 5.5400 7.5243 2.7418 0.0 0.0 0.0 0.510
H 3.1051 -6.2579 -2.3213 0.0 0.0 -0.1 0.405
H -9.1437 3.9066 3.1101 0.1 0.0 0.0 0.448
H 1.7631 0.8126 -2.1837 -0.1 0.0 -0.1 0.860
H 0.6837 -3.0659 -4.0403 -0.1 -0.1 -0.1 0.673
H 7.0836 3.5542 -3.0347 0.0 0.0 0.0 0.413
H -6.0844 -2.5910 3.0022 0.0 -0.1 0.1 0.317
H 3.7847 6.0985 1.0772 -0.1 0.1 0.0 0.286
H -0.7004 -12.3605 -1.1616 0.0 0.0 0.0 0.378
H 4.8551 4.5904 -2.7187 0.0 0.0 0.0 0.483
H -0.0511 0.3901 0.7557 0.1 0.2 0.0 0.639
H 7.4369 6.1125 3.4613 0.0 0.0 0.0 0.418
H -7.5763 0.6920 1.0486 0.0 0.1 0.1 0.232
H 0.1147 -0.8129 -3.9450 -0.2 0.1 0.0 0.608
H -8.8084 -0.5155 0.7425 -0.1 0.0 0.0 0.444
H 1.2015 -2.8402 -1.1899 -0.1 -0.1 0.2 0.052
H 1.9946 0.9025 1.4845 0.0 0.0 0.1 0.457
H -0.8382 -3.0849 -3.2116 -0.1 0.0 0.1 0.395
H -2.1127 -2.0266 -1.6834 0.0 -0.1 -0.2 1.058
H -1.9417 -12.7741 0.9338 0.0 0.0 0.0 0.388
H 7.4665 8.1874 -1.0276 0.1 0.0 0.0 0.564
H -0.1480 2.7052 -1.8579 -0.2 0.1 0.2 0.748
H 4.2598 -7.3953 2.6743 0.0 0.0 0.0 0.256
H 8.6746 7.3414 -4.2323 0.0 0.0 0.0 0.379
H 6.4384 8.3738 -3.9434 -0.1 0.0 0.0 0.489
H -8.1102 -0.4132 2.3522 0.0 0.2 0.1 0.211
H 1.4322 -1.1050 -2.8410 0.0 0.2 0.1 0.440
H 2.9916 5.5647 2.5848 -0.1 0.1 0.0 0.376
H 2.9268 2.8176 2.7106 0.0 0.0 0.1 0.424
H -3.5785 -1.8001 1.3367 0.1 -0.1 0.1 0.271
H 2.0848 -5.1423 1.2544 0.0 0.0 0.0 0.444
H -1.7005 1.8813 -2.1228 0.0 -0.1 0.1 1.203
H -3.6829 1.1568 0.9106 0.2 0.2 0.2 0.622
H 1.6952 -0.1700 -0.7352 -0.2 0.0 0.1 0.663
H -9.5909 1.7342 7.5307 0.0 0.0 0.0 0.375
H -0.3715 -10.0396 -1.9638 0.0 0.1 0.0 0.451
H -3.6490 -0.5027 -0.9979 -0.2 0.4 0.1 0.332
H 2.9593 5.1004 -0.9110 0.1 0.1 0.1 0.514
H 3.2871 -4.7025 0.0556 0.1 0.0 -0.1 0.266
H -4.3943 -0.7844 2.5389 -0.1 0.0 0.0 0.477
H 5.5456 8.5588 0.4952 0.0 0.0 0.0 0.466
H -10.9468 4.6066 4.6587 0.0 0.0 0.0 0.378
H 4.5822 4.9700 2.1518 0.0 0.0 0.0 0.364
H -6.7219 -3.3568 -0.9231 0.1 0.0 -0.1 0.324
H 0.2042 -4.2481 -1.4807 -0.1 0.0 0.0 0.236
H 9.3518 5.7416 1.9296 0.0 0.0 -0.1 0.483
H 2.0747 3.1870 -2.1258 0.0 0.0 -0.1 0.679
H 3.9194 -5.6708 2.8634 0.0 0.1 0.0 0.290
H 8.9915 4.9416 -3.7729 0.0 0.0 0.0 0.426
H -1.9200 2.3846 -4.1931 -0.2 -0.2 0.1 0.457
H 1.3898 -6.2817 -2.7113 0.0 -0.1 0.0 0.279
H -6.6155 -1.7596 -1.7173 0.1 0.0 -0.1 0.314
H -2.5932 0.5676 2.2051 0.1 0.1 -0.1 0.367
H 1.8940 -7.2523 -0.5026 -0.1 0.0 0.0 0.607
H -5.7331 -3.6997 1.6485 0.0 -0.1 0.1 0.316
H -7.4038 -3.3788 2.1317 0.0 -0.1 0.0 0.432